(1)
ORCA calculation (ωB97M-V/def2-TZVPD) on an isolated ion of composition C6H13N6 and charge +1.

The electronic energy is -15363.2219 eV. The structure (SMILES) is CC1(C)/C=N\C(=[NH2+])NN/N=C\1N. The LUMO energy is -3.788 eV. The value obtained for the energy relative to the best compared isomer or geometry (same formula, charge and spin) is 188.0 kJ/mol. As for the molecular weight: 169.2 u. As for the total charge: +1. The value obtained for the HOMO energy is -11.775 eV.

Last column: natural (NBO) charge in e.
CARTESIAN COORDINATES (ANGSTROEM)
N1 -2.2214 1.7026 0.1967  -0.81
N2 2.9926 -1.1808 -0.4372  -0.79
N3 2.2263 0.9019 -0.1051  -0.40
N4 1.3933 2.0381 0.0986  -0.27
N5 1.2689 -0.7947 1.1250  -0.42
N6 0.0273 1.9970 -0.1850  -0.37
C1 2.0994 -0.3972 0.1865  0.63
C2 -0.5846 -0.7232 -1.2603  -0.61
C3 -2.2800 -1.0160 0.6745  -0.62
C4 -0.9095 1.2306 0.1647  0.47
C5 -0.9325 -0.3958 0.2419  -0.18
C6 0.0576 -0.9474 1.2670  0.27
H1 1.8582 2.7914 -0.4343  0.39
H2 3.1572 1.2380 -0.3156  0.41
H3 -2.1338 -2.0451 0.7735  0.22
H4 -0.3271 -1.8168 -1.2900  0.22
H5 -0.2990 -1.3576 2.2562  0.23
H6 -3.1573 1.3721 0.1329  0.42
H7 -2.4853 -0.5934 1.7381  0.23
H8 3.9480 -0.9858 -0.6826  0.43
H9 -1.5449 -0.4299 -1.8178  0.25
H10 -3.1296 -0.8512 -0.0718  0.23
H11 2.8089 -2.1983 -0.4848  0.43
H12 -2.1762 2.6145 -0.1973  0.40
H13 0.3434 -0.1532 -1.5737  0.22

Cartesian forces, eV/Å:
2.05 1.83 -0.45
-0.51 -3.04 0.06
0.66 0.23 -0.59
-0.91 -0.27 1.05
2.26 -1.49 0.22
0.73 1.30 0.11
1.07 2.58 -0.59
0.09 -0.38 0.74
-0.88 2.91 0.44
-1.82 -3.16 0.49
0.08 0.27 -0.06
-2.57 1.12 0.12
-0.90 -0.67 0.29
-0.01 -0.35 -0.49
0.08 -1.76 0.11
-0.65 0.87 -0.51
0.23 0.50 -1.10
0.10 -1.48 0.03
-0.24 -0.73 -1.90
-0.14 0.82 -0.06
1.85 -0.62 0.31
1.13 -0.06 1.24
0.10 1.08 0.53
-0.30 1.09 0.03
-1.47 -0.59 -0.01

(2)
ORCA calculation (ωB97M-V/def2-TZVPD) on C15H17N3O9P2RuS as an isolated structure.

The electronic energy is -70728.6089 eV. The LUMO energy (spin up / spin down) is 2.169 / 2.150 eV. The value obtained for the energy relative to the best compared isomer or geometry (same formula, charge and spin) is 0.0 kJ/mol. As for the molecular weight: 578.4 u. Its spin multiplicity is 6. As for the total charge: -1. The value obtained for the HOMO energy (spin up / spin down) is -3.606 / -4.624 eV.

Last column: Löwdin spin population.
CARTESIAN COORDINATES (ANGSTROEM)
Ru1 -1.9881 8.5054 12.2355  3.86
S1 2.0073 7.8587 9.9113  0.01
P1 -3.3200 5.5886 12.8126  0.02
P2 -4.6672 7.2870 10.6835  0.02
O1 -2.9737 4.2391 11.9976  0.01
O2 -3.1797 8.5540 13.9536  0.17
O3 -5.9348 8.2137 11.0142  0.00
O4 -4.9712 6.4393 9.4747  0.01
O5 -4.5593 6.2715 11.9633  0.00
O6 -2.0708 10.5841 11.6103  0.14
O7 -2.0212 6.4764 12.5533  0.16
O8 -3.6917 5.3917 14.2171  0.01
O9 -3.4799 8.3449 10.7664  0.12
N1 -1.0173 8.4412 14.8750  0.06
N2 -0.4715 8.2201 10.5325  0.07
N3 -0.8489 9.1142 13.7159  0.12
C1 -4.2021 7.4451 16.1790  0.00
C2 -1.0377 11.3407 11.6862  0.04
C3 -1.9715 7.2299 17.1479  0.00
C4 -2.8416 7.4766 16.0165  0.00
C5 -0.1470 9.1548 9.5638  0.01
C6 1.1469 9.2210 9.1768  0.00
C7 -2.3395 8.1344 14.8861  0.01
C8 -4.6957 6.8917 17.3107  0.00
C9 -0.0097 10.1831 13.6672  0.07
C10 0.5589 7.4680 10.7469  0.02
C11 1.0842 10.2527 14.7478  0.01
C12 -0.8113 12.4594 10.7351  0.01
C13 -3.8871 6.1787 18.1642  0.00
C14 -2.4865 6.4971 18.1425  0.00
C15 -0.0697 11.2129 12.6693  0.03
H1 -0.9925 7.6708 17.1081  0.00
H2 -0.8931 9.9202 9.3195  0.00
H3 0.5418 12.0599 12.8483  0.00
H4 -2.9033 3.5792 12.6951  0.00
H5 0.9268 11.1210 15.3920  0.00
H6 -6.7408 7.7166 11.2225  0.00
H7 -1.7209 13.0095 10.4018  0.00
H8 1.9842 10.4944 14.1306  0.00
H9 1.5547 9.8885 8.4080  0.00
H10 -5.7646 6.9290 17.4532  0.00
H11 -0.2677 12.1929 9.7905  0.00
H12 -0.1177 13.1650 11.1928  0.00
H13 -4.2486 5.4098 18.8871  0.00
H14 -4.8845 7.8765 15.4278  0.00
H15 1.1856 9.2725 15.2685  0.00
H16 0.5511 6.7045 11.5113  0.00
H17 -1.8825 5.9147 18.8861  0.00

Cartesian forces, eV/Å:
-2.06 -0.39 -2.30
-0.76 1.03 -0.38
1.68 2.70 -1.36
1.32 0.30 -1.46
-0.52 0.10 0.47
0.51 -0.92 1.96
-0.35 -0.05 0.75
0.89 1.31 1.38
1.01 -0.22 0.64
0.97 1.33 -0.95
-1.83 -2.33 0.10
-0.27 -0.73 -0.20
-2.69 -2.35 -0.73
-2.08 -0.97 0.24
1.22 -0.03 -1.38
3.54 4.35 0.24
-0.14 0.68 -0.99
-0.88 -0.81 0.69
-0.90 0.77 -2.74
0.50 0.56 3.07
-0.46 1.39 0.54
0.18 -1.02 -0.39
1.58 2.22 -2.08
-1.63 -1.32 1.02
-0.69 -1.47 0.86
0.43 -0.36 0.60
0.16 0.06 -1.49
0.02 1.31 -1.58
1.43 0.13 0.92
-1.37 -3.08 2.08
-0.16 -1.53 1.02
0.40 -0.48 -0.02
0.19 -0.62 -0.06
0.94 0.38 -0.07
-0.01 -0.40 -0.09
-0.05 -0.34 0.29
0.40 0.02 -0.24
0.42 -0.57 0.44
-0.27 -0.32 0.77
-0.03 -0.49 0.58
-0.26 -0.36 0.08
-0.57 -0.36 0.72
-0.18 0.20 0.08
0.11 1.08 -0.49
0.69 -0.38 0.35
-0.13 1.05 -0.25
-0.05 -0.20 -0.06
-0.26 1.15 -0.56

(3)
ORCA calculation (ωB97M-V/def2-TZVPD) on a 16-piece molecular cluster, C40H120N24O16 overall.

The electronic energy is -111941.8596 eV. The LUMO energy is -0.143 eV. The value obtained for the energy relative to the best compared isomer or geometry (same formula, charge and spin) is 1095.8 kJ/mol. As for the molecular weight: 1193.6 u. The value obtained for the HOMO energy is -9.187 eV.

Last column: Mulliken charge in e.
CARTESIAN COORDINATES (ANGSTROEM)
O1 7.9931 5.6167 -0.9307  -0.72
O2 11.6709 -0.8337 -1.0694  -0.57
O3 10.5808 2.3667 -8.7750  -0.36
O4 -2.9020 -4.5264 8.9199  -0.68
O5 1.1461 -3.2875 -6.8666  -0.66
O6 -2.7307 5.2224 5.8207  -0.37
O7 4.0752 9.0132 -4.6326  -0.31
O8 -10.0200 -2.6715 -5.7542  -0.36
O9 7.1165 -4.7496 2.6503  -0.65
O10 2.0057 -10.7070 -7.9827  -0.65
O11 -8.6212 -3.2706 1.4725  -0.31
O12 -3.6108 2.8702 -5.2449  -0.60
O13 2.1485 1.5859 11.8085  -0.29
O14 -3.9715 -8.8632 -4.6278  -0.34
O15 4.7502 6.3079 5.7640  -0.67
O16 0.6353 -0.3249 0.1840  -0.31
N1 -2.8135 -2.7023 7.7038  -0.37
N2 1.4994 -9.0112 -6.5899  -0.38
N3 2.0484 -8.6764 -8.5966  -0.36
N4 -3.4033 -9.9822 -2.1631  -0.81
N5 6.9698 3.0480 -7.7586  -0.64
N6 4.0533 5.6435 7.7152  -0.39
N7 7.7353 -6.4047 1.3590  -0.41
N8 -10.5144 -0.4118 2.8338  -0.75
N9 7.2839 -6.8583 3.3948  -0.42
N10 -4.1267 3.2240 -3.1257  -0.46
N11 6.6287 7.0996 0.0632  -0.35
N12 10.0923 0.4787 -0.4773  -0.42
N13 5.7159 10.9848 -7.0700  -0.81
N14 -2.3767 6.9031 8.0291  -0.69
N15 4.8156 4.1979 6.2919  -0.36
N16 -5.3313 4.1218 -4.6319  -0.42
N17 8.0002 6.0776 1.2651  -0.38
N18 -0.5834 -2.0088 -7.0311  -0.38
N19 -1.3295 -1.9929 1.5990  -0.64
N20 11.6870 1.3257 -1.8036  -0.39
N21 -12.3155 -0.9481 -5.5915  -0.69
N22 1.0929 -1.1963 -6.0887  -0.38
N23 -2.2002 -4.6287 6.8600  -0.36
N24 2.5277 0.6319 15.3775  -0.73
C1 -3.4358 5.0622 7.0449  -0.55
C2 9.4819 3.0581 -8.1431  -0.85
C3 -5.1866 -11.6629 -2.3099  -1.29
C4 0.9741 -1.5354 0.9130  -0.81
C5 -13.6740 -2.8753 -4.6497  -1.52
C6 2.5896 8.8229 -4.5651  -0.76
C7 -2.6360 -3.9725 7.8694  0.66
C8 7.4103 -5.9060 2.4984  0.67
C9 -9.4873 -1.0644 2.0975  0.40
C10 -8.7690 -4.6404 1.7837  -0.78
C11 -8.0941 -0.4254 2.4980  -1.28
C12 -2.6923 5.5332 8.2723  0.39
C13 5.7356 10.3667 -5.7396  0.68
C14 -4.2000 -10.8140 -3.1167  0.47
C15 7.7795 1.4409 -9.1303  -1.22
C16 4.5691 5.4163 6.5413  0.68
C17 2.6860 1.5139 13.0887  -0.79
C18 -0.7030 -2.8461 -0.6765  -1.24
C19 -4.3316 -8.3463 -5.9467  -0.77
C20 0.5063 0.8162 14.1925  -1.28
C21 -0.2068 -2.5411 0.7884  0.42
C22 7.6071 6.3012 0.0627  0.68
C23 11.2302 0.2358 -1.1268  0.59
C24 -4.3089 3.3036 -4.3978  0.59
C25 -9.5610 -2.5556 2.2772  -0.74
C26 2.0019 0.4829 14.0765  0.47
C27 4.3268 10.3039 -5.2552  -0.70
C28 -11.3374 -3.1381 -5.5892  -0.65
C29 -1.8342 4.1608 5.5543  -0.74
C30 1.7366 0.5049 -0.0664  -0.85
C31 -3.4096 5.4322 9.6175  -1.55
C32 0.6472 -2.2057 -6.7397  0.67
C33 -4.8994 -9.8119 -4.1002  -0.84
C34 2.2234 0.3493 11.0368  -0.76
C35 1.9068 -9.5561 -7.7128  0.68
C36 8.2206 2.2293 -7.9267  0.57
C37 -12.2811 -2.1948 -4.8067  0.25
C38 -9.3855 -2.0732 -4.5955  -0.68
C39 6.6997 11.1923 -4.9124  -1.57
C40 11.3503 1.4825 -7.9313  -0.68
H1 -6.1782 -11.2144 -2.3711  0.32
H2 6.0241 7.1527 -0.7441  0.21
H3 -10.5854 -2.7255 1.9461  0.34
H4 3.6981 10.5295 -6.1166  0.41
H5 -3.6630 4.0031 7.1661  0.30
H6 8.4527 1.6097 -7.0605  0.18
H7 1.8656 -1.9065 0.4075  0.41
H8 -9.7285 -4.9375 1.3603  0.32
H9 -0.9793 -2.6438 -7.7095  0.21
H10 -9.2088 -2.8823 -3.8869  0.28
H11 2.2802 0.0617 -0.9008  0.33
H12 -1.9460 -4.2587 5.9552  0.15
H13 7.6739 6.6908 1.9983  0.17
H14 -5.1545 -7.6356 -5.8703  0.31
H15 7.6530 11.3730 -5.4090  0.37
H16 -10.6205 0.4658 2.3452  0.29
H17 -3.5079 -7.7340 -6.3137  0.26
H18 -1.9746 -5.6108 6.9290  0.22
H19 -3.1980 -9.1468 -2.6924  0.32
H20 -8.1471 -5.3078 1.1872  0.29
H21 3.7839 4.9434 8.3915  0.15
H22 6.8647 -6.5605 4.2641  0.22
H23 -3.5743 -11.4691 -3.7228  0.38
H24 -13.7779 -3.7573 -4.0177  0.38
H25 -9.7087 -0.8308 1.0561  0.36
H26 5.1619 10.3029 -7.5680  0.27
H27 1.9827 -1.3229 -5.6279  0.23
H28 9.6700 -0.3932 -0.1916  0.23
H29 -2.0921 -2.4993 1.1722  0.22
H30 -14.2663 -2.0485 -4.2577  0.38
H31 2.0782 9.5280 -3.9097  0.29
H32 2.2002 -0.1507 15.9257  0.26
H33 6.5906 10.8618 -7.5598  0.27
H34 1.3286 -1.4826 1.9424  0.39
H35 7.8066 -7.4065 1.2530  0.18
H36 -1.5977 -3.4605 -0.5754  0.39
H37 6.3454 2.4647 -7.2201  0.23
H38 -3.6588 4.4302 9.9668  0.39
H39 10.7170 0.6539 -7.6144  0.28
H40 6.1148 9.3469 -5.8059  0.20
H41 -7.4654 -1.0477 3.1349  0.32
H42 -1.1047 -1.9473 -1.1444  0.32
H43 -11.3722 -0.7516 -5.8940  0.32
H44 3.7500 1.3145 12.9622  0.39
H45 -11.8769 -1.9892 -3.8155  0.36
H46 9.2343 3.8327 -8.8689  0.37
H47 -1.6321 -1.0293 1.5905  0.25
H48 6.8901 0.8623 -8.8805  0.37
H49 0.0161 0.4267 15.0847  0.38
H50 -3.1270 -2.1190 8.4664  0.22
H51 -4.1698 4.0473 -2.5422  0.23
H52 -2.6947 -2.4619 6.7301  0.17
H53 0.1108 -3.4223 1.3457  0.18
H54 -10.1634 -0.1496 3.7439  0.26
H55 -1.9034 6.8396 7.1391  0.32
H56 -8.3726 -1.8627 -4.9388  0.23
H57 3.5262 0.4826 15.3506  0.24
H58 8.8217 5.4953 1.3438  0.23
H59 -2.3264 3.1886 5.5286  0.32
H60 -11.3137 -4.0497 -4.9921  0.31
H61 -5.3997 -10.3768 -4.8867  0.41
H62 -5.0320 -11.7404 -1.2337  0.40
H63 1.7733 -0.5500 11.4571  0.29
H64 1.7220 0.4287 10.0723  0.26
H65 -7.4926 0.0320 1.7124  0.28
H66 -4.6015 -9.0688 -6.7169  0.30
H67 7.7665 -7.7335 3.2492  0.19
H68 2.4864 0.5284 0.7244  0.33
H69 -8.3692 0.3890 3.1681  0.36
H70 12.2425 1.1558 -8.4655  0.25
H71 6.4692 12.2491 -4.7775  0.38
H72 7.0744 3.9764 -7.3750  0.19
H73 3.2869 0.2485 10.8204  0.32
H74 0.4619 1.8931 14.3554  0.35
H75 -5.2074 -12.6336 -2.8053  0.28
H76 -0.9426 4.1148 6.1797  0.28
H77 -0.0849 0.5454 13.3177  0.28
H78 2.1725 8.8943 -5.5696  0.32
H79 -14.1073 -3.0751 -5.6297  0.34
H80 -3.2342 7.4343 7.9776  0.27
H81 -9.9353 -1.1891 -4.2729  0.33
H82 9.8097 3.6138 -7.2645  0.40
H83 -1.1290 -1.2051 -6.7546  0.14
H84 -12.7382 -1.2019 -6.4730  0.30
H85 0.4016 -0.5055 -5.8338  0.17
H86 4.0718 11.0225 -4.4763  0.31
H87 1.2561 -9.6122 -5.8155  0.21
H88 -3.4446 2.5157 -2.8953  0.22
H89 11.7344 2.0472 -7.0818  0.29
H90 -1.3348 4.2036 4.5864  0.31
H91 -8.6900 -4.9366 2.8297  0.30
H92 1.5294 1.5641 -0.2185  0.26
H93 -1.7290 5.0272 8.2073  0.28
H94 -4.3365 5.6754 7.0143  0.34
H95 3.8674 6.6129 7.9292  0.21
H96 0.0299 -3.3925 -1.2701  0.33
H97 -2.7189 5.8070 10.3728  0.37
H98 -11.8001 -3.2558 -6.5691  0.41
H99 6.3642 7.6160 0.8898  0.16
H100 -5.2408 4.7474 -5.4196  0.22
H101 -2.5422 -10.5080 -2.1182  0.26
H102 -4.3802 5.9165 9.7242  0.34
H103 8.5186 0.7027 -9.4414  0.29
H104 2.6007 2.5686 13.3506  0.29
H105 2.3997 7.7877 -4.2818  0.27
H106 2.3243 -8.9604 -9.5257  0.21
H107 5.0698 3.9469 5.3472  0.22
H108 1.9380 -7.6839 -8.4450  0.13
H109 2.2079 -0.4967 13.6454  0.31
H110 11.0579 2.1012 -1.9552  0.17
H111 -5.8822 4.3017 -3.8047  0.22
H112 12.5225 1.2498 -2.3659  0.21
H113 7.8017 -5.6797 0.6589  0.23
H114 -5.6241 -9.1745 -3.5935  0.33
H115 4.7057 3.4550 6.9673  0.16
H116 7.4873 2.0372 -9.9947  0.32
H117 -9.4451 -2.8063 3.3317  0.31
H118 1.5634 -8.0056 -6.5214  0.17
H119 6.8604 10.8220 -3.8999  0.36
H120 9.6420 1.3602 -0.6778  0.18

Cartesian forces, eV/Å:
-0.32 1.47 1.38
3.55 -5.08 -0.38
-0.07 -0.23 0.61
-0.06 -0.70 1.38
2.30 -2.04 -1.01
0.50 -0.02 -0.06
-2.47 0.46 -0.77
0.33 0.91 -0.21
-0.25 1.99 0.71
0.47 -4.03 0.21
0.12 0.20 1.10
2.07 -2.15 -2.58
-1.70 -1.74 -1.80
0.16 -0.43 -1.89
0.65 2.20 -2.20
-0.62 -0.09 1.74
-0.08 3.42 -1.53
-0.84 0.53 3.66
1.60 5.58 -6.32
-0.20 -0.79 -0.95
1.03 -0.02 0.41
-1.66 1.33 4.07
1.61 -0.66 -4.21
-1.21 0.48 0.33
-0.45 -1.50 3.13
1.67 -2.14 5.42
-5.21 4.62 -1.50
-1.53 0.98 0.85
-0.67 -0.73 -0.66
1.05 0.83 0.46
1.42 -6.28 -1.72
-2.15 1.37 -0.87
2.93 -1.14 4.09
-6.26 0.08 -2.86
-0.58 -1.56 -0.11
0.87 0.63 -0.62
-0.83 0.05 0.45
3.27 3.65 2.46
2.27 -3.28 -4.97
1.23 -0.13 1.29
-0.66 -1.07 0.40
0.26 0.41 -1.38
-0.66 0.04 -1.00
-0.01 -0.56 -2.15
0.30 1.83 -0.47
1.80 -0.49 -0.59
-1.35 -1.29 4.28
-1.30 0.82 0.94
2.81 0.46 -0.57
-0.74 -0.85 -1.48
-0.59 0.11 0.34
-0.17 -0.04 -0.26
1.73 0.94 0.00
-0.45 1.73 0.60
0.69 -1.68 -0.50
-0.60 2.59 -0.02
-0.01 -0.08 0.35
0.08 0.02 1.51
0.19 0.59 1.07
0.07 0.28 -0.27
0.25 2.39 -0.10
1.98 -4.81 -4.38
-1.72 3.59 -0.54
-0.85 2.41 -1.84
-0.18 0.39 -0.64
-0.88 1.36 -1.99
-0.63 -0.68 1.37
-0.37 0.08 1.92
0.61 -0.46 -0.41
1.25 -0.49 0.02
0.32 -1.08 0.45
0.04 -2.34 0.93
0.09 -0.07 0.44
0.57 1.08 -0.01
-1.14 -1.75 1.64
-0.76 0.83 -0.41
0.60 -1.08 -1.03
0.13 -1.45 -1.53
0.58 0.80 0.77
-0.71 1.05 -0.24
-0.24 -0.07 -0.19
0.30 0.20 0.13
-0.19 -0.89 0.19
-0.47 -0.45 0.01
-0.50 -0.22 -0.11
-0.46 -0.40 0.11
0.08 -0.56 -0.31
-0.67 -0.17 0.63
-0.23 0.16 0.36
-0.57 0.32 0.78
0.13 0.38 -0.49
-0.12 0.34 0.35
0.58 -0.54 0.20
-0.37 -0.10 0.24
0.32 -0.94 -0.11
-0.53 0.29 0.26
0.28 -0.34 0.18
-0.34 0.29 0.48
0.50 0.33 0.16
0.89 0.62 0.07
0.12 0.21 -0.28
0.44 -0.59 0.07
0.22 0.05 -0.04
0.49 0.17 0.00
0.30 -0.26 -0.23
-0.63 0.25 -0.75
-0.34 0.50 0.21
-0.62 0.67 0.13
-0.75 0.06 0.64
-0.46 -0.28 0.31
0.27 0.06 0.15
-0.25 0.02 0.38
0.64 0.28 0.35
-0.61 0.93 0.36
0.07 0.60 -0.76
0.10 -0.46 0.01
-0.28 0.51 0.20
0.30 -0.44 -0.41
0.29 -0.21 0.14
-0.01 -0.24 0.24
0.04 -0.45 -0.36
0.65 0.18 -0.12
0.39 0.17 0.24
0.45 -0.38 0.46
-0.05 0.04 0.03
-0.05 0.09 -0.19
0.94 0.32 -0.66
-0.09 0.00 0.17
0.26 -0.54 -0.02
0.00 -0.12 -0.57
-0.05 -0.37 -0.13
-0.31 1.36 0.56
0.02 -0.31 -0.42
-0.16 -0.15 0.31
-0.14 1.07 -0.35
-0.17 0.59 -0.09
0.41 0.21 0.09
-0.13 0.31 0.51
-0.25 -0.09 0.43
0.03 -0.68 -0.34
-0.03 0.00 -0.18
0.73 -0.05 -0.24
0.23 0.17 0.68
-0.11 0.76 0.10
-0.08 -0.38 -0.21
0.18 -0.52 0.36
-0.36 0.21 0.68
-0.13 -0.27 0.59
0.21 0.32 -0.09
-0.38 -0.15 -0.33
-1.14 0.03 -0.08
0.11 -0.16 0.50
0.12 -0.72 0.02
-0.14 0.14 -0.28
-0.38 -0.26 0.45
-0.27 0.06 0.84
0.08 0.07 -0.02
0.05 0.34 -0.14
0.10 -0.25 -0.14
0.02 0.30 -0.38
0.30 -0.16 0.43
0.07 -0.33 0.46
0.21 -0.22 -0.39
-0.53 0.12 -0.27
1.00 0.19 0.31
0.25 0.53 -0.13
0.17 0.47 -0.07
0.12 0.33 0.51
-0.18 -0.04 0.39
-0.65 0.83 -0.44
0.02 0.43 0.15
-0.76 -0.27 -0.35
0.09 -0.42 0.86
-0.24 -0.21 -0.48
-0.01 -0.32 0.07
-0.03 0.26 -0.13
-0.18 0.31 -0.01
0.33 -0.39 -0.08
-0.13 -0.16 -0.41
-0.56 -0.14 0.22
0.48 0.37 0.55
0.17 0.65 -0.54
0.19 -0.02 -0.16
-0.05 -0.18 1.07
0.24 0.16 0.44
-0.03 0.04 0.31
0.05 0.04 0.33
0.03 -0.32 -0.10
-0.28 -0.32 -0.07
0.45 -0.14 -0.10
-0.24 0.66 -0.72
-0.33 0.01 0.14
0.24 -0.86 -0.57
-0.49 -0.48 0.45
0.02 0.23 -0.28
0.34 0.34 0.24
-0.03 -0.16 0.18
-0.26 -0.47 0.68
0.14 -0.32 -0.11
-0.70 -0.61 0.52